Entry 1:
The following is a DFT calculation (ωB97M-V/def2-TZVPD) of a 2-piece molecular cluster, CH3BCl2 overall.

Summary:
energy above the lowest of the compared OMol25 structures with the same formula, charge and spin = 328.4 kJ/mol
Kohn-Sham gap = 9.99 eV
LUMO = 0.16 eV
E = -984.995113 a.u.
multiplicity = 1

Geometry (Å):
1 B 0.830 0.057 0.588
2 C -0.578 0.230 -0.149
3 Cl -0.347 -1.587 -0.049
4 Cl -2.178 0.691 -0.064
5 H 1.611 -0.009 -0.317
6 H 0.842 -0.033 1.711
7 H -0.180 0.650 -1.721

Forces on atoms 1 to 3 (eV/Å):
-1.313 0.083 -2.188
2.628 0.717 -5.138
-0.231 -0.484 -0.190

These are the Löwdin partial charges, in e, on atoms 1 to 6:
1 B -0.3891
2 C -1.1046
3 Cl 0.6636
4 Cl 0.6150
5 H 0.0235
6 H 0.0010



Entry 2:
The following is a DFT calculation (ωB97M-V/def2-TZVPD) of C2H2FOTl as an isolated structure.

Summary:
energy above the lowest of the compared OMol25 structures with the same formula, charge and spin = 88.1 kJ/mol
Kohn-Sham gap (spin up / spin down) = 6.25 / 6.25 eV
LUMO (spin up / spin down) = -14.07 / -14.07 eV
E = -424.021114 a.u.
charge = +2
multiplicity = 1

Geometry (Å):
1 C -1.740 -0.222 0.004
2 C -0.465 -0.281 -0.208
3 O 0.690 -0.437 -0.412
4 H -2.233 -1.064 0.494
5 H -2.307 0.624 -0.388
6 F 3.523 1.352 0.561
7 Tl 2.531 0.028 -0.050

Forces on atoms 1 to 3 (eV/Å):
1.497 0.146 -0.537
-4.574 0.178 1.445
0.991 -1.806 -2.174

These are the Löwdin partial charges, in e, on atoms 1 to 6:
1 C 0.2214
2 C -0.1003
3 O 0.0041
4 H 0.1531
5 H 0.1495
6 F -0.2306



Entry 3:
The following is a DFT calculation (ωB97M-V/def2-TZVPD) of a 2-piece molecular cluster, C10H10N2O2 overall.

Summary:
energy above the lowest of the compared OMol25 structures with the same formula, charge and spin = 646.8 kJ/mol
Kohn-Sham gap = 9.14 eV
LUMO = -0.02 eV
E = -646.855629 a.u.
multiplicity = 1
structure (SMILES) = C=C(C#N)c1ccccc1.C=[N+]([O-])O

Geometry (Å):
1 C 1.583 1.286 -1.605
2 C 1.489 0.682 -0.407
3 C 1.837 1.529 0.729
4 N 2.178 2.117 1.650
5 C 0.939 -0.643 -0.099
6 C 0.513 -1.102 1.136
7 C -0.111 -2.404 1.191
8 C -0.249 -3.133 0.079
9 C 0.126 -2.654 -1.138
10 C 0.693 -1.361 -1.216
11 H 2.140 2.197 -1.574
12 H 1.127 0.792 -2.496
13 H 0.683 -0.602 1.978
14 H -0.320 -2.783 2.164
15 H -0.621 -4.163 0.197
16 H 0.200 -3.236 -2.030
17 H 1.131 -0.958 -2.154
18 C -1.933 3.012 0.883
19 N -1.973 1.753 0.623
20 O -2.095 0.853 1.525
21 O -1.621 1.419 -0.696
22 H -1.919 3.698 0.035
23 H -1.889 3.198 2.010
24 H -1.908 0.502 -0.787

Forces on atoms 1 to 3 (eV/Å):
-0.502 -1.438 0.330
0.087 1.487 0.823
0.413 -1.036 -0.564

These are the Löwdin partial charges, in e, on atoms 1 to 6:
1 C 0.0918
2 C -0.2564
3 C -0.1965
4 N 0.1682
5 C -0.2334
6 C 0.0255



Entry 4:
The following is a DFT calculation (ωB97M-V/def2-TZVPD) of a 6-piece molecular cluster, H12O6 overall.

Summary:
energy above the lowest of the compared OMol25 structures with the same formula, charge and spin = 73.8 kJ/mol
Kohn-Sham gap = 11.67 eV
LUMO = 0.49 eV
E = -458.644350 a.u.
multiplicity = 1
structure (SMILES) = O.O.O.O.O.O

Geometry (Å):
1 O -2.788 2.394 1.409
2 H -3.291 2.866 0.737
3 H -2.898 1.462 1.155
4 O 4.195 -3.096 -3.866
5 H 4.790 -2.866 -3.150
6 H 3.307 -3.143 -3.507
7 O -2.679 -0.100 0.609
8 H -3.205 -0.857 0.882
9 H -1.777 -0.429 0.442
10 O 0.276 -0.518 1.069
11 H 0.780 -1.113 1.638
12 H 0.364 0.332 1.554
13 O 1.649 -0.527 -1.934
14 H 1.190 -0.499 -1.076
15 H 0.999 -0.480 -2.638
16 O -0.160 1.872 2.107
17 H 0.338 2.549 2.569
18 H -1.090 2.155 2.000

Forces on atoms 1 to 3 (eV/Å):
-0.295 0.356 0.040
0.194 0.207 0.133
0.112 -0.287 0.015

These are the Löwdin partial charges, in e, on atoms 1 to 6:
1 O -0.0716
2 H 0.0559
3 H -0.0139
4 O -0.0588
5 H 0.0294
6 H 0.0249



Entry 5:
The following is a DFT calculation (ωB97M-V/def2-TZVPD) of C27H35BrN5O2PdS2Si as an isolated structure.

Summary:
energy above the lowest of the compared OMol25 structures with the same formula, charge and spin = 16.2 kJ/mol
Kohn-Sham gap (spin up / spin down) = 7.93 / 4.73 eV
LUMO (spin up / spin down) = -2.33 / -5.54 eV
E = -5261.693372 a.u.
charge = +1
multiplicity = 3
⟨S²⟩ = 2.021

Geometry (Å):
1 Pd 0.311 0.864 0.482
2 C 4.852 -4.165 -1.054
3 Si 3.885 -3.533 0.409
4 C 2.268 -4.443 0.488
5 C 4.837 -3.725 1.992
6 C 3.712 -1.648 0.106
7 C 4.818 -0.974 -0.428
8 C 4.772 0.378 -0.723
9 C 3.592 1.077 -0.478
10 N 2.547 0.486 0.062
11 C 2.595 -0.833 0.349
12 S 1.082 -1.354 1.027
13 H 4.961 -5.251 -0.992
14 H 5.859 -3.742 -1.107
15 H 4.336 -3.932 -1.989
16 H 2.483 -5.514 0.427
17 H 1.615 -4.184 -0.351
18 H 1.726 -4.257 1.416
19 H 5.079 -4.778 2.161
20 H 4.255 -3.371 2.848
21 H 5.775 -3.164 1.963
22 H 5.732 -1.519 -0.634
23 H 5.631 0.886 -1.140
24 H 3.484 2.127 -0.721
25 C -2.070 3.341 1.284
26 O -2.010 1.948 1.002
27 C -3.195 1.342 0.676
28 C -4.401 2.005 0.555
29 C -5.551 1.268 0.280
30 Br -7.196 2.184 0.134
31 C -5.512 -0.095 0.111
32 C -4.283 -0.755 0.192
33 C -3.141 -0.034 0.479
34 O -1.901 -0.617 0.596
35 C -4.234 -2.216 0.004
36 N -5.198 -3.026 0.316
37 C -4.738 -4.292 -0.037
38 C -5.374 -5.528 0.065
39 C -4.691 -6.642 -0.382
40 C -3.397 -6.541 -0.922
41 C -2.750 -5.325 -1.023
42 C -3.449 -4.213 -0.568
43 N -3.121 -2.867 -0.498
44 H -2.818 3.546 2.050
45 H -2.289 3.913 0.382
46 H -1.088 3.617 1.658
47 H -4.474 3.075 0.674
48 H -6.404 -0.671 -0.093
49 H -1.993 -1.538 0.880
50 H -6.370 -5.597 0.484
51 H -5.158 -7.616 -0.325
52 H -2.896 -7.438 -1.262
53 H -1.749 -5.253 -1.431
54 H -2.393 -2.433 -1.042
55 C 1.967 6.217 -1.613
56 N 0.852 5.275 -1.489
57 C 0.010 5.222 -2.683
58 C 0.875 4.248 -0.607
59 S 0.362 2.723 -1.185
60 N 1.275 4.523 0.653
61 C 1.243 5.875 1.217
62 C 1.722 3.511 1.600
63 H 2.350 6.155 -2.633
64 H 2.775 5.956 -0.940
65 H 1.657 7.245 -1.426
66 H -0.192 6.247 -2.993
67 H -0.928 4.723 -2.467
68 H 0.508 4.696 -3.500
69 H 0.602 6.520 0.626
70 H 2.237 6.319 1.295
71 H 0.827 5.809 2.223
72 H 1.339 2.534 1.330
73 H 1.342 3.762 2.589
74 H 2.813 3.466 1.652

Forces on atoms 1 to 3 (eV/Å):
0.549 -0.264 -0.419
0.108 0.025 -0.080
0.029 0.031 -0.053

These are the Löwdin partial charges, in e, on atoms 1 to 6:
1 Pd 0.4444
2 C -0.1736
3 Si 0.5041
4 C -0.2078
5 C -0.1667
6 C -0.2078



Entry 6:
The following is a DFT calculation (ωB97M-V/def2-TZVPD) of the molecule C3H5NO2.

Summary:
energy above the lowest of the compared OMol25 structures with the same formula, charge and spin = 83.0 kJ/mol
Kohn-Sham gap = 11.69 eV
LUMO = 0.87 eV
E = -322.542739 a.u.
multiplicity = 1
structure (SMILES) = [H]/N=C(\C)OC=O

Geometry (Å):
1 H -0.562 -2.183 0.808
2 N 0.176 -1.508 1.004
3 C -0.115 -0.393 0.507
4 C -1.315 0.048 -0.276
5 O 0.792 0.652 0.747
6 C 1.705 0.886 -0.213
7 O 1.761 0.328 -1.274
8 H -1.018 0.248 -1.310
9 H -1.721 0.971 0.148
10 H -2.090 -0.723 -0.269
11 H 2.388 1.676 0.128

Forces on atoms 1 to 3 (eV/Å):
0.052 0.046 0.027
-0.187 0.347 -0.183
-0.099 -0.379 0.056

These are the Löwdin partial charges, in e, on atoms 1 to 6:
1 H 0.0690
2 N 0.1943
3 C -0.4576
4 C -0.0038
5 O 0.0236
6 C -0.3256